Record 1
Below is a structure of composition C6CuF18N3O12S6 at a distorted geometry, with properties calculated with the ωB97M-V functional and the def2-TZVPD basis.

Kohn-Sham gap (spin up / spin down) (eV): 10.24 / 4.27
Energy (Eh): -7122.5996
Strongest force on any atom (eV/A): 6.57
Highest occupied orbital energy (spin up / spin down) (hartree): -0.4270 / -0.4146
Spin multiplicity: 3

Geometry as XYZ:
```
46
Properties=species:S:1:pos:R:3:forces:R:3
Cu -13.04808 -13.38224 8.93505 -1.3 0.1 0.3
C -10.97480 -17.08290 8.01622 2.7 0.3 -0.8
F -11.27935 -18.27721 8.36452 -1.0 -1.1 0.9
F -9.67768 -17.14664 7.57830 -1.2 0.8 0.7
F -11.70984 -16.65901 7.03950 -0.7 0.7 -0.1
S -11.07156 -16.02029 9.66021 -0.3 -2.7 1.5
O -12.33201 -16.27930 10.28833 0.5 0.8 -0.9
O -9.86055 -16.34582 10.39252 -1.4 1.3 -1.4
N -11.16054 -14.33319 9.04663 -0.4 -1.8 0.9
S -9.67703 -13.84017 9.07090 2.9 3.2 -1.3
O -9.38591 -13.32982 10.44954 -0.6 -1.0 -1.9
O -8.67865 -14.67601 8.43754 -1.4 0.9 1.0
C -9.94783 -12.31853 7.85733 0.1 -0.3 -1.0
F -10.22822 -12.84127 6.62233 0.4 0.5 1.8
F -10.98725 -11.58166 8.24877 0.3 -0.6 0.1
F -8.87074 -11.55845 7.79261 -0.4 -0.7 0.2
C -16.14811 -11.15653 10.57835 0.3 -0.6 0.5
F -16.75683 -11.89679 9.67920 -0.2 0.2 -0.7
F -16.91615 -10.10226 10.88300 1.4 -0.9 -0.3
F -15.97537 -11.96541 11.64273 0.1 1.1 -0.4
S -14.36442 -10.68042 9.74725 -2.2 4.2 -1.1
O -14.47042 -10.95323 8.30980 0.4 -0.7 1.9
O -14.16777 -9.22370 10.12778 0.1 -5.0 -1.0
N -13.32537 -11.91865 10.36556 -2.3 0.4 -2.3
S -12.80278 -11.23890 11.67997 2.6 0.6 6.0
O -11.61428 -10.51685 11.40165 1.0 0.1 -0.6
O -13.75340 -10.56357 12.54073 0.0 -1.2 -1.4
C -12.21502 -12.74313 12.78734 -0.4 1.8 -0.7
F -11.49605 -12.34828 13.82270 0.0 0.6 -0.1
F -13.23922 -13.41108 13.21979 -1.2 -0.7 0.3
F -11.46220 -13.52028 12.04588 0.7 -1.0 -0.9
C -16.44270 -13.80314 5.96557 0.0 0.5 0.5
F -16.23174 -12.67063 5.25589 0.0 -1.3 1.0
F -17.12327 -13.50033 7.10360 0.6 -0.3 -1.9
F -17.08653 -14.67270 5.16872 1.0 1.0 1.5
S -14.62762 -14.53436 6.56210 0.6 -0.6 -2.9
O -14.49228 -15.80103 5.81048 -0.4 2.5 2.3
O -13.59889 -13.52576 6.32528 -0.6 -0.3 0.7
N -14.61687 -14.60338 8.29955 0.7 1.6 -2.7
S -15.52630 -15.85532 8.60206 -3.6 -4.3 2.3
O -16.73420 -16.02078 7.76832 2.3 1.5 1.4
O -14.76761 -17.06566 8.74467 0.4 0.7 0.3
C -16.15087 -15.42061 10.41678 -2.5 -0.1 -1.3
F -15.22636 -15.07109 11.24242 1.8 1.1 0.4
F -17.13283 -14.48848 10.34691 1.1 0.5 -0.5
F -16.77446 -16.43417 10.96842 0.1 -1.7 -0.4
```
Forces are in eV/Å.

=====

Record 2
Below is a structure of composition C6F18MgN2O14S6 at a distorted geometry, with properties calculated with the ωB97M-V functional and the def2-TZVPD basis.

Total charge: -2
Relative energy (zero: lowest compared OMol25 entry of this formula, charge and spin) (kcal per mole): 0.0
Kohn-Sham gap (eV): 9.35
Energy (Eh): -5778.5919
Strongest force on any atom (eV/A): 5.17
Highest occupied orbital energy (hartree): -0.1769
Spin multiplicity: 1

Geometry as XYZ:
```
47
Properties=species:S:1:pos:R:3:forces:R:3
Mg 0.30028 0.30086 -0.26595 1.0 2.3 2.6
C 1.04858 -2.47942 3.06645 -0.5 1.3 -1.0
F 1.58782 -2.93174 4.18476 0.4 -0.2 0.4
F 1.24405 -3.35574 2.08666 0.2 -0.5 0.0
F -0.26427 -2.37093 3.25867 -0.2 0.0 0.3
S 1.76826 -0.82179 2.57321 0.7 0.7 0.4
O 3.17818 -1.12834 2.45375 -0.5 0.0 -0.1
O 1.14373 -0.50673 1.26233 0.2 -0.9 0.9
O 1.38214 0.08959 3.62570 0.0 -0.8 -0.5
C -1.23584 3.87066 1.09180 0.4 -0.6 -0.8
F -1.68779 3.66533 -0.15941 0.1 0.2 0.2
F -1.37517 5.17005 1.35152 -0.1 0.2 0.3
F -2.02226 3.17109 1.90916 -0.1 0.1 0.2
S 0.55207 3.34549 1.27120 0.7 0.6 0.5
O 0.66793 3.07340 2.67909 -0.3 -0.3 -0.3
O 0.69105 2.17954 0.37846 -0.6 0.0 0.3
O 1.30770 4.49091 0.82117 -0.3 -0.3 -0.4
C 3.66541 0.90331 -1.11966 -0.5 0.4 -1.0
F 3.67262 -0.19255 -0.41219 0.0 -0.2 0.3
F 3.46458 1.97052 -0.37257 0.1 -0.1 0.4
F 4.84055 1.04932 -1.73429 0.1 -0.1 -0.2
S 2.24774 0.92360 -2.42921 -1.0 1.0 0.6
O 1.61175 2.19346 -2.27780 0.2 -0.3 0.3
O 2.76421 0.61387 -3.72337 0.4 -0.5 0.2
N 1.15393 -0.25244 -1.80362 3.4 -0.1 -3.8
S 1.56440 -1.58267 -2.63863 -0.2 -1.9 0.0
O 0.99996 -1.61376 -3.95649 -0.2 0.0 0.2
O 2.94579 -1.96558 -2.47218 -0.4 0.3 0.0
C 0.67190 -2.92730 -1.68284 0.2 0.7 -0.3
F 1.22558 -3.05129 -0.49189 0.0 -0.2 0.0
F -0.62599 -2.68275 -1.54397 -0.1 0.1 -0.1
F 0.80841 -4.06205 -2.37289 0.1 -0.1 0.1
C -2.83685 -0.56151 -2.63131 -0.3 0.4 0.4
F -3.03526 -1.80223 -2.23825 0.2 -0.2 0.0
F -1.85871 -0.52031 -3.51150 0.1 -0.1 -0.2
F -3.96768 -0.12673 -3.19697 0.1 0.1 -0.1
S -2.39329 0.67708 -1.24971 1.4 1.2 1.1
O -1.39931 1.53470 -1.85952 -0.3 -1.0 0.1
O -3.57093 1.30477 -0.73525 0.0 -0.8 -0.4
N -1.49239 -0.17471 -0.06040 -4.9 -0.2 -1.7
S -2.46203 -1.18267 0.76602 -0.1 -1.5 1.4
O -3.80452 -1.32755 0.25247 0.7 0.6 0.1
O -1.76153 -2.40086 1.07215 0.0 0.7 -0.2
C -2.63565 -0.28847 2.42604 -0.1 0.1 -1.4
F -2.97492 -1.15975 3.35973 0.0 -0.3 0.3
F -1.50915 0.31204 2.72297 0.4 0.0 0.4
F -3.59506 0.63029 2.32655 -0.2 0.1 0.1
```
Forces are in eV/Å.

=====

Record 3
Below is an isolated molecule of C6H10, with properties calculated with the ωB97M-V functional and the def2-TZVPD basis.

Relative energy (zero: lowest compared OMol25 entry of this formula, charge and spin) (kcal per mole): 31.4
Kohn-Sham gap (eV): 10.53
Energy (Eh): -234.5524
Strongest force on any atom (eV/A): 0.24
SMILES string: C=C=CCCC
Highest occupied orbital energy (hartree): -0.3453
Spin multiplicity: 1

Geometry as XYZ:
```
16
Properties=species:S:1:pos:R:3:forces:R:3
C 0.21867 0.06507 -1.40340 0.0 0.0 -0.1
C -1.03880 -0.36611 -0.64413 0.0 0.0 -0.1
C -0.80722 -1.54812 0.29791 0.0 0.0 0.0
C 0.71359 1.58231 1.82701 0.1 0.0 -0.1
C 1.07337 1.11821 0.66038 0.0 0.0 0.0
C 1.31887 0.62362 -0.52355 0.0 0.1 0.2
H -1.80786 -0.62865 -1.38014 0.1 0.0 0.1
H 0.61285 -0.78907 -1.96928 0.0 0.1 0.1
H -0.04603 0.82829 -2.14875 0.0 -0.1 0.1
H -1.43072 0.48554 -0.07373 0.0 -0.1 -0.1
H -0.22118 -1.25637 1.17511 -0.1 0.0 -0.2
H -1.75797 -1.95811 0.65462 0.1 0.1 0.0
H -0.26405 -2.35441 -0.21005 -0.1 0.1 0.1
H 0.39914 2.61638 1.94420 0.1 -0.1 0.0
H 0.70201 0.94821 2.71048 0.1 0.1 -0.1
H 2.33531 0.63322 -0.91667 -0.2 0.0 0.1
```
Forces are in eV/Å.